94
Properties=species:S:1:pos:R:3 method="wB97M-V/def2-TZVPD" orbital_gap_ev="6.95 / 6.07" charge=-1 e_tot_ha=-4508.87475 lumo_ev="2.32 / 1.52" spin_multiplicity=2 de_lowest_kcal_mol=7.1
Cu 0.71 -0.61 -0.05
C -0.88 -1.29 -4.71
C -0.21 -0.54 -3.55
C 0.65 0.65 -4.01
P 0.57 -1.68 -2.29
C 1.83 -2.90 -3.03
C 2.47 -3.49 -1.76
C 2.89 -2.08 -3.81
C -0.85 -2.67 -1.67
C -1.14 -4.02 -1.86
C -2.32 -4.57 -1.35
C -2.60 -6.02 -1.51
C -3.23 -3.75 -0.66
C -3.00 -2.40 -0.46
C -1.73 -1.86 -0.90
N -1.30 -0.63 -0.49
C -2.20 0.38 -0.18
C -3.01 0.94 -1.16
C -3.76 2.10 -0.88
C -3.65 2.72 0.34
C -4.31 4.00 0.69
C -2.86 2.13 1.36
C -2.09 0.98 1.10
P -0.67 0.45 2.09
C -0.60 1.71 3.42
C -1.96 1.77 4.22
C -0.11 3.09 2.99
C -1.01 -1.19 2.94
C -0.05 -1.44 4.16
C -2.46 -1.40 3.39
H -1.51 -0.67 -5.38
H -1.53 -2.13 -4.45
H -0.11 -1.67 -5.39
H -0.98 -0.11 -2.91
H 1.36 0.31 -4.73
H 1.26 1.06 -3.19
H -0.01 1.47 -4.36
H 1.34 -3.60 -3.67
H 2.96 -2.65 -1.14
H 3.28 -4.17 -1.96
H 1.75 -4.00 -1.11
H 3.13 -1.13 -3.31
H 2.63 -1.83 -4.88
H 3.79 -2.67 -3.85
H -0.42 -4.64 -2.42
H -2.05 -6.49 -2.33
H -3.63 -6.17 -1.91
H -2.43 -6.60 -0.60
H -4.16 -4.21 -0.31
H -3.68 -1.81 0.14
H -3.06 0.42 -2.12
H -4.34 2.54 -1.67
H -3.64 4.85 0.77
H -4.79 3.96 1.70
H -5.14 4.24 -0.02
H -2.75 2.73 2.22
H 0.20 1.31 4.03
H -2.81 1.37 3.71
H -2.16 2.79 4.54
H -1.92 1.28 5.16
H -0.81 3.56 2.27
H 0.86 3.13 2.47
H -0.01 3.73 3.91
H -0.76 -1.99 2.19
H -0.33 -0.73 4.95
H 1.00 -1.24 3.93
H -0.08 -2.42 4.59
H -2.70 -0.96 4.34
H -2.59 -2.48 3.47
H -3.17 -1.04 2.68
S 4.54 -0.59 2.16
C 3.75 -2.03 2.57
C 2.55 -2.22 1.87
C 2.28 -1.12 0.99
C 3.31 -0.21 0.95
C 3.34 0.95 0.02
C 4.45 1.76 -0.20
C 4.29 2.88 -0.99
C 3.04 3.18 -1.47
C 2.03 2.34 -1.22
N 2.14 1.22 -0.52
H 4.10 -2.56 3.43
H 1.86 -2.99 2.13
H 5.42 1.39 0.13
H 5.12 3.56 -1.21
H 2.82 4.06 -2.05
H 1.00 2.56 -1.49
N 0.22 5.25 0.24
C 1.30 5.19 0.64
C 2.63 5.14 1.01
C 3.04 4.61 2.26
N 3.51 4.17 3.24
C 3.67 5.70 0.25
N 4.47 6.07 -0.49



89
Properties=species:S:1:pos:R:3 method="wB97M-V/def2-TZVPD" orbital_gap_ev="5.48 / 6.13" charge=+2 e_tot_ha=-1762.30906 lumo_ev="-8.52 / -7.88" spin_multiplicity=2
Ru -0.71 0.35 -0.13
C 2.45 2.64 1.30
C 2.58 1.16 1.66
C 3.72 0.49 0.87
C 3.83 0.57 -0.67
C 4.66 -0.63 -1.13
C 4.47 1.86 -1.17
N 2.45 0.49 -1.27
C 2.35 0.60 -2.75
C 1.23 -0.28 -3.30
N -0.08 -0.15 -2.66
C -0.68 1.13 -3.05
C 0.04 2.32 -2.36
O 0.29 3.34 -2.96
O 0.35 2.10 -1.12
C -0.97 -1.31 -2.98
C -0.67 -2.00 -4.31
C -1.17 -2.34 -1.82
C -0.06 -2.92 -0.91
C 1.22 -3.38 -1.62
C -0.67 -4.15 -0.23
N 0.22 -1.89 0.12
C 1.43 -2.00 0.93
C 1.40 -0.97 2.07
N 1.27 0.44 1.65
C 0.33 1.13 2.51
C -1.19 0.76 2.18
O -1.97 1.70 2.22
O -1.41 -0.45 1.96
H 3.42 3.04 1.02
H 2.12 3.24 2.14
H 1.75 2.81 0.48
H 2.93 1.12 2.71
H 3.76 -0.56 1.16
H 4.64 0.93 1.26
H 5.64 -0.58 -0.66
H 4.82 -0.65 -2.20
H 4.21 -1.58 -0.83
H 5.33 2.12 -0.56
H 3.77 2.69 -1.15
H 4.83 1.75 -2.19
H 2.00 -0.38 -0.97
H 1.84 1.26 -0.90
H 3.28 0.26 -3.22
H 2.21 1.64 -3.02
H 1.54 -1.33 -3.24
H 1.15 -0.04 -4.37
H -1.73 1.16 -2.72
H -0.64 1.29 -4.14
H -1.97 -0.87 -3.10
H 0.21 -2.63 -4.29
H -0.57 -1.28 -5.11
H -1.52 -2.63 -4.56
H -1.67 -3.18 -2.29
H -1.90 -1.89 -1.13
H 0.95 -3.97 -2.49
H 1.79 -4.03 -0.96
H 1.86 -2.57 -1.93
H -0.86 -4.93 -0.95
H -1.61 -3.90 0.27
H 0.01 -4.55 0.52
H -0.56 -1.96 0.79
H 2.31 -1.88 0.30
H 1.51 -2.99 1.40
H 2.29 -1.11 2.70
H 0.54 -1.22 2.69
H 0.39 2.21 2.38
H 0.44 0.88 3.57
C -5.53 -0.92 0.04
N -5.34 0.51 -0.12
C -6.47 1.32 0.27
C -4.10 1.02 -0.33
N -3.02 0.30 -0.18
N -4.00 2.31 -0.76
C -2.87 3.10 -0.36
C -4.91 2.89 -1.71
H -6.58 -1.14 -0.15
H -5.30 -1.24 1.06
H -4.92 -1.47 -0.67
H -6.92 0.89 1.17
H -7.23 1.35 -0.51
H -6.15 2.33 0.51
H -3.21 -0.54 0.37
H -1.92 2.68 -0.74
H -2.79 3.13 0.73
H -2.98 4.11 -0.75
H -5.60 2.15 -2.10
H -4.32 3.29 -2.55
H -5.47 3.73 -1.29



88
Properties=species:S:1:pos:R:3 method="wB97M-V/def2-TZVPD" orbital_gap_ev="4.89 / 6.46" charge=+1 e_tot_ha=-4130.06624 lumo_ev="-4.02 / -3.83" spin_multiplicity=1
Lu 1.47 -0.78 -0.60
C 2.27 1.61 -0.89
C 1.71 1.41 0.53
C 3.53 -0.10 0.08
C 3.30 0.70 -1.11
C 2.58 0.27 1.06
C 2.00 2.70 -1.86
H 1.29 3.44 -1.47
H 1.60 2.30 -2.81
H 2.94 3.23 -2.13
C 3.97 0.41 -2.41
H 4.23 1.33 -2.95
H 3.31 -0.21 -3.06
H 4.90 -0.14 -2.27
C 4.14 -1.45 -0.03
H 4.90 -1.49 -0.80
H 3.37 -2.21 -0.34
H 4.60 -1.79 0.91
C 2.40 -0.46 2.35
H 2.36 0.27 3.17
H 3.27 -1.12 2.51
H 1.48 -1.07 2.38
C 1.69 2.65 1.43
H 2.70 3.08 1.39
H 1.44 2.31 2.44
H 0.94 3.37 1.08
C -3.05 -0.26 -1.09
C -3.13 1.05 -0.80
C -3.61 1.66 0.47
C -3.99 0.65 1.56
C -2.76 -0.04 2.05
C -2.48 -1.34 1.89
C -2.80 -2.15 0.69
C -3.66 -1.46 -0.42
H -4.52 2.23 0.21
H -4.76 -0.01 1.16
H -2.87 2.37 0.86
H -4.67 -1.28 -0.03
H -2.48 -0.53 -1.99
H -2.72 1.76 -1.52
H -3.78 -2.22 -1.22
H -1.85 -2.47 0.22
H -1.88 -1.86 2.65
H -3.32 -3.07 1.00
H -4.47 1.22 2.38
H -2.16 0.55 2.75
P 1.12 -0.21 -5.09
C 2.38 0.49 -6.25
H 2.00 0.48 -7.28
H 3.30 -0.10 -6.21
H 2.60 1.53 -5.97
C 0.86 -1.80 -6.00
H 0.56 -1.60 -7.03
H 0.07 -2.37 -5.50
H 1.78 -2.39 -6.00
C -0.33 0.67 -5.81
H -0.35 0.54 -6.90
H -0.27 1.74 -5.59
H -1.26 0.27 -5.39
P 2.28 -4.40 0.52
C 2.97 -4.68 2.21
H 3.02 -5.75 2.44
H 2.31 -4.20 2.95
H 3.97 -4.25 2.30
C 0.96 -5.68 0.62
H 1.38 -6.64 0.93
H 0.49 -5.80 -0.36
H 0.20 -5.37 1.34
C 3.52 -5.46 -0.38
H 3.53 -6.47 0.04
H 4.52 -5.03 -0.29
H 3.25 -5.52 -1.44
O -4.83 4.42 1.03
S -4.57 5.30 2.16
O -5.67 6.07 2.71
N -1.09 4.54 1.55
C -1.74 4.29 2.48
S -0.11 0.90 0.43
C -2.54 3.94 3.63
C -2.00 3.31 4.76
C -2.85 2.88 5.77
C -4.23 3.06 5.66
C -4.75 3.78 4.58
C -3.91 4.24 3.58
H -0.92 3.17 4.81
H -2.43 2.39 6.64
H -4.90 2.67 6.42
H -5.81 3.98 4.50



20
Properties=species:S:1:pos:R:3 method="wB97M-V/def2-TZVPD" orbital_gap_ev="10.22 / 5.74" charge=+1 e_tot_ha=-327.88741 lumo_ev="-3.77 / -8.17" spin_multiplicity=2 de_lowest_kcal_mol=80.3
C 0.54 0.22 2.65
N -0.51 0.24 1.56
C 0.04 -0.54 0.43
C -1.06 -0.49 -0.63
C -1.23 0.99 -0.94
C -2.35 1.70 -0.55
H 1.59 0.25 2.24
H 0.55 -0.71 3.16
H 0.48 1.16 3.30
H -1.36 -0.18 1.94
H 0.40 -1.57 0.80
H 0.91 0.03 -0.11
H -1.88 -0.94 -0.23
H -0.80 -0.89 -1.68
H -0.33 1.40 -1.44
H -3.22 1.12 -0.57
H -2.48 2.82 -0.52
H 3.40 -1.06 -3.74
H 3.92 -1.62 -2.49
O 3.38 -1.95 -3.19



17
Properties=species:S:1:pos:R:3 method="wB97M-V/def2-TZVPD" orbital_gap_ev=10.37 charge=0 e_tot_ha=-309.76529 lumo_ev=1.08 spin_multiplicity=1 smiles=C[C@]12CC[C@H]1CO2 de_lowest_kcal_mol=48.4
C 1.80 0.44 -0.67
C 0.54 0.12 0.14
C 0.17 -1.36 0.42
C -1.28 -1.10 -0.08
C -0.82 0.33 -0.49
C -1.03 1.38 0.61
O 0.28 1.10 1.17
H 2.62 0.41 0.04
H 2.01 -0.28 -1.48
H 1.80 1.44 -1.13
H 0.72 -2.03 -0.26
H 0.31 -1.69 1.45
H -2.02 -1.12 0.74
H -1.67 -1.78 -0.85
H -0.41 0.59 -1.45
H -1.82 1.14 1.35
H -1.16 2.43 0.32



85
Properties=species:S:1:pos:R:3 method="wB97M-V/def2-TZVPD" orbital_gap_ev=7.43 charge=-1 e_tot_ha=-3965.34988 lumo_ev=2.05 spin_multiplicity=1
In -0.13 -0.47 0.80
O 0.85 -3.47 3.75
C 0.71 -2.79 2.74
O 0.25 -1.61 2.65
C 1.15 -3.44 1.42
C 1.64 -4.77 1.44
C 2.08 -5.32 0.27
C 2.09 -4.54 -0.91
C 2.57 -5.03 -2.15
C 2.59 -4.22 -3.25
C 2.14 -2.89 -3.16
C 1.66 -2.39 -1.98
C 1.61 -3.22 -0.83
N 1.10 -2.72 0.34
H 1.64 -5.30 2.38
H 2.45 -6.34 0.24
H 2.93 -6.05 -2.21
H 2.97 -4.60 -4.19
H 2.18 -2.24 -4.03
H 1.33 -1.37 -1.89
F -6.88 -0.43 -2.33
C -5.77 -0.81 -1.67
C -4.76 0.09 -1.42
F -4.87 1.35 -1.86
C -3.62 -0.31 -0.74
F -2.69 0.62 -0.54
C -3.44 -1.61 -0.27
S -2.03 -2.21 0.57
C -4.49 -2.48 -0.54
F -4.41 -3.76 -0.15
C -5.64 -2.11 -1.22
F -6.61 -3.00 -1.45
N -1.42 -3.35 -2.50
C -1.46 -2.12 -3.10
N -1.12 -1.02 -2.50
C -1.20 0.05 -3.36
C -1.57 -0.23 -4.63
S -1.90 -1.93 -4.77
C -0.86 1.39 -2.84
C -1.12 2.56 -3.47
S -0.51 3.87 -2.54
C 0.03 2.73 -1.34
N -0.24 1.49 -1.61
N 0.76 3.14 -0.26
H -1.39 -3.32 -1.48
H -1.93 -4.10 -2.93
H -1.66 0.43 -5.47
H -1.65 2.72 -4.40
H 0.53 4.04 0.14
H 0.99 2.41 0.40
C -0.73 3.24 4.93
C -1.46 2.29 4.00
C -2.28 1.28 4.79
O -0.48 1.54 3.25
B -1.04 1.24 2.01
O -2.15 2.03 1.78
C -2.27 2.98 2.86
C -1.65 4.29 2.39
C -3.75 3.18 3.17
H -0.19 2.66 5.68
H -1.44 3.89 5.45
H -0.02 3.86 4.40
H -1.59 0.68 5.38
H -2.82 0.61 4.13
H -2.99 1.78 5.46
H -0.58 4.16 2.22
H -1.78 5.09 3.13
H -2.13 4.58 1.46
H -4.24 2.23 3.35
H -4.23 3.66 2.31
H -3.88 3.82 4.04
N 9.30 2.68 -1.56
C 8.24 2.31 -1.30
C 6.91 1.85 -0.98
C 5.80 2.62 -1.32
C 4.53 2.17 -1.01
C 4.35 0.95 -0.35
C 5.47 0.19 -0.01
C 6.74 0.63 -0.32
C 3.03 0.50 -0.04
C 1.89 0.14 0.22
H 5.94 3.56 -1.83
H 3.66 2.76 -1.27
H 5.32 -0.76 0.50
H 7.61 0.03 -0.05



39
Properties=species:S:1:pos:R:3 method="wB97M-V/def2-TZVPD" orbital_gap_ev=8.18 charge=0 e_tot_ha=-872.36567 lumo_ev=0.52 spin_multiplicity=1 de_lowest_kcal_mol=0.0
C 1.71 -4.24 -3.08
O 2.42 -4.17 -1.83
C 2.34 -3.07 -1.02
C 1.90 -1.78 -1.38
C 1.90 -0.72 -0.48
C 2.28 -0.97 0.86
C 2.36 0.09 1.85
C 1.54 1.21 1.96
C 0.28 1.42 1.24
C -0.10 2.72 0.86
C -1.37 2.99 0.31
C -1.65 4.45 -0.09
C -2.31 1.94 0.21
C -3.73 2.33 -0.16
C -1.94 0.61 0.56
C -2.90 -0.57 0.51
C -0.63 0.37 1.04
C 2.73 -2.25 1.21
C 2.75 -3.28 0.29
F 3.27 -4.48 0.65
H 1.76 -5.27 -3.51
H 0.67 -3.95 -2.96
H 2.14 -3.54 -3.81
H 1.64 -1.66 -2.43
H 1.60 0.24 -0.80
H 3.19 0.05 2.56
H 1.76 1.93 2.74
H 0.61 3.55 0.97
H -2.05 4.95 0.78
H -0.72 4.96 -0.43
H -2.39 4.52 -0.90
H -3.75 2.62 -1.22
H -4.45 1.54 0.00
H -4.08 3.22 0.43
H -2.39 -1.47 0.78
H -3.70 -0.45 1.24
H -3.31 -0.74 -0.51
H -0.45 -0.64 1.37
H 3.08 -2.49 2.20



62
Properties=species:S:1:pos:R:3 method="wB97M-V/def2-TZVPD" orbital_gap_ev="6.87 / 6.62" charge=0 e_tot_ha=-7190.94118 lumo_ev="-1.16 / -1.48" spin_multiplicity=3 de_lowest_kcal_mol=3.0
Ti 0.96 -0.26 -0.37
C -1.71 3.72 3.73
Se -1.12 2.19 2.68
C 0.09 1.47 4.01
C 1.41 2.20 4.13
Se 2.68 1.77 2.72
C 3.14 -0.01 3.32
H -2.10 3.37 4.68
H -2.50 4.21 3.17
H -0.90 4.42 3.89
H 0.24 0.43 3.72
H -0.45 1.47 4.96
H 1.89 1.98 5.09
H 1.28 3.28 4.07
H 3.53 0.02 4.34
H 3.91 -0.38 2.64
H 2.28 -0.67 3.26
C -1.75 1.08 -1.58
N -0.79 -0.05 -1.59
C -1.11 -1.11 -2.27
C -0.27 -2.23 -2.18
C -0.22 -3.49 -2.77
C 0.89 -4.14 -2.22
C 1.47 -3.24 -1.32
N 0.77 -2.09 -1.29
C -3.16 0.63 -1.26
C -4.20 0.86 -2.15
C -5.49 0.44 -1.85
C -5.74 -0.23 -0.66
C -4.70 -0.46 0.23
C -3.42 -0.03 -0.06
H -1.73 1.59 -2.55
H -1.42 1.79 -0.83
H -2.03 -1.13 -2.86
H -0.92 -3.89 -3.49
H 1.23 -5.14 -2.43
H 2.33 -3.38 -0.68
H -4.00 1.38 -3.08
H -6.29 0.63 -2.55
H -6.74 -0.56 -0.43
H -4.89 -0.99 1.16
H -2.61 -0.21 0.64
O 4.90 -1.12 0.06
C 3.83 -0.75 -0.35
O 2.70 -0.77 0.31
C 3.65 -0.22 -1.76
C 4.69 -0.09 -2.65
C 4.40 0.39 -3.92
C 3.10 0.72 -4.25
C 2.11 0.56 -3.29
N 2.39 0.10 -2.07
H 5.68 -0.36 -2.34
H 5.19 0.51 -4.65
H 2.84 1.09 -5.23
H 1.07 0.79 -3.49
O 1.03 2.79 -0.60
N 1.01 1.66 -0.29
N -3.11 -3.20 3.18
C -2.04 -2.78 3.04
N -0.79 -2.33 2.94
C -0.43 -1.51 2.07
N -0.03 -0.70 1.30